{
  "formula": "C48H100F18N2O20P2S6",
  "method": "ωB97M-V with the def2-TZVPD basis set",
  "mol_weight_da": 1621.64,
  "lumo_energy_ev": 0.3,
  "orbital_gap_ev": 3.8956,
  "total_charge": -2,
  "homo_ev": -3.6,
  "energy_ev": -227823.0821,
  "symbols": ["C", "N", "C", "C", "C", "C", "O", "H", "H", "H", "H", "H", "H", "H", "H", "H", "H", "H", "H", "H", "H", "C", "N", "C", "C", "C", "C", "O", "H", "H", "H", "H", "H", "H", "H", "H", "H", "H", "H", "H", "H", "H", "C", "C", "C", "C", "P", "C", "C", "C", "C", "C", "C", "C", "C", "C", "C", "C", "C", "H", "H", "H", "H", "H", "H", "H", "H", "H", "H", "H", "H", "H", "H", "H", "H", "H", "H", "H", "H", "H", "H", "H", "H", "H", "H", "H", "H", "H", "H", "H", "H", "H", "H", "H", "H", "C", "C", "C", "C", "P", "C", "C", "C", "C", "C", "C", "C", "C", "C", "C", "C", "C", "H", "H", "H", "H", "H", "H", "H", "H", "H", "H", "H", "H", "H", "H", "H", "H", "H", "H", "H", "H", "H", "H", "H", "H", "H", "H", "H", "H", "H", "H", "H", "H", "H", "H", "H", "H", "C", "F", "F", "F", "S", "O", "O", "O", "C", "F", "F", "F", "S", "O", "O", "O", "C", "F", "F", "F", "S", "O", "O", "O", "C", "F", "F", "F", "S", "O", "O", "O", "C", "F", "F", "F", "S", "O", "O", "O", "C", "F", "F", "F", "S", "O", "O", "O"],
  "xyz": [[-9.760, 20.507, -10.172], [-10.511, 20.313, -8.829], [-9.664, 19.515, -7.859], [-10.875, 21.598, -8.121], [-11.851, 19.480, -9.109], [-13.053, 20.371, -9.584], [-12.804, 21.089, -10.808], [-8.827, 21.014, -9.928], [-10.433, 21.013, -10.864], [-9.531, 19.501, -10.522], [-9.628, 18.498, -8.250], [-10.046, 19.531, -6.838], [-8.708, 20.035, -7.786], [-11.536, 21.435, -7.270], [-11.454, 22.277, -8.747], [-9.982, 22.049, -7.689], [-12.183, 18.916, -8.237], [-11.543, 18.717, -9.824], [-13.373, 21.015, -8.765], [-13.870, 19.726, -9.909], [-13.404, 21.838, -10.841], [-11.431, 18.322, -20.200], [-12.179, 17.282, -19.275], [-11.472, 15.928, -19.426], [-12.165, 17.851, -17.816], [-13.614, 16.915, -19.796], [-14.646, 18.062, -19.681], [-14.376, 19.120, -20.540], [-10.418, 18.414, -19.807], [-11.880, 19.297, -20.011], [-11.436, 17.984, -21.236], [-12.025, 15.130, -18.931], [-10.479, 16.036, -18.989], [-11.454, 15.611, -20.469], [-12.913, 17.312, -17.234], [-12.495, 18.881, -17.954], [-11.160, 17.706, -17.420], [-13.967, 16.075, -19.197], [-13.627, 16.665, -20.856], [-14.674, 18.464, -18.668], [-15.672, 17.756, -19.884], [-15.197, 19.498, -20.864], [-20.696, 15.761, -12.875], [-19.798, 15.248, -11.728], [-20.479, 14.166, -10.794], [-19.563, 13.898, -9.549], [-19.883, 12.403, -8.551], [-19.138, 12.615, -6.891], [-19.294, 11.406, -5.923], [-18.415, 11.645, -4.646], [-16.979, 11.073, -4.783], [-19.159, 10.901, -9.276], [-19.088, 10.809, -10.854], [-18.341, 9.489, -11.384], [-18.115, 9.598, -12.875], [-21.709, 12.192, -8.261], [-22.282, 13.117, -7.112], [-23.790, 13.058, -7.144], [-24.383, 11.917, -6.288], [-20.784, 15.057, -13.702], [-20.286, 16.644, -13.366], [-21.666, 15.994, -12.436], [-19.406, 16.139, -11.238], [-18.945, 14.815, -12.250], [-20.825, 13.275, -11.318], [-21.353, 14.489, -10.229], [-19.510, 14.772, -8.900], [-18.615, 13.655, -10.029], [-19.515, 13.533, -6.439], [-18.103, 12.858, -7.131], [-19.020, 10.437, -6.341], [-20.342, 11.434, -5.625], [-18.917, 11.252, -3.762], [-18.310, 12.720, -4.496], [-16.332, 11.345, -3.949], [-16.575, 11.451, -5.722], [-16.930, 9.985, -4.819], [-19.798, 10.122, -8.860], [-18.152, 10.885, -8.859], [-18.644, 11.711, -11.277], [-20.109, 10.711, -11.223], [-18.870, 8.577, -11.107], [-17.396, 9.329, -10.865], [-18.820, 8.945, -13.388], [-17.169, 9.096, -13.080], [-18.212, 10.579, -13.341], [-21.840, 11.117, -8.140], [-22.102, 12.417, -9.252], [-21.909, 14.140, -7.146], [-21.811, 12.883, -6.157], [-24.209, 13.002, -8.149], [-24.177, 13.996, -6.746], [-23.920, 11.796, -5.309], [-24.377, 10.943, -6.778], [-25.384, 12.153, -5.928], [-1.047, 6.466, -2.969], [-2.499, 6.051, -3.284], [-3.306, 7.086, -4.010], [-4.632, 6.683, -4.576], [-5.421, 7.914, -5.719], [-4.139, 9.062, -6.519], [-4.717, 10.089, -7.534], [-3.662, 10.756, -8.359], [-4.218, 11.759, -9.381], [-6.194, 6.875, -7.045], [-5.159, 6.151, -7.904], [-5.446, 4.663, -8.223], [-6.596, 4.447, -9.343], [-6.660, 8.984, -4.845], [-6.159, 10.134, -3.969], [-7.202, 11.092, -3.391], [-6.507, 12.378, -2.882], [-0.340, 6.275, -3.775], [-0.634, 6.038, -2.055], [-1.126, 7.553, -2.985], [-2.941, 5.884, -2.302], [-2.414, 5.141, -3.877], [-2.625, 7.434, -4.786], [-3.618, 7.906, -3.362], [-5.323, 6.475, -3.759], [-4.522, 5.726, -5.087], [-3.404, 8.466, -7.061], [-3.649, 9.518, -5.658], [-5.240, 10.834, -6.935], [-5.469, 9.679, -8.208], [-2.923, 10.115, -8.838], [-2.970, 11.372, -7.784], [-5.017, 12.410, -9.027], [-4.719, 11.324, -10.245], [-3.404, 12.374, -9.764], [-6.772, 7.559, -7.667], [-6.927, 6.271, -6.510], [-4.170, 6.255, -7.458], [-5.013, 6.655, -8.859], [-5.737, 4.051, -7.369], [-4.590, 4.150, -8.663], [-6.120, 4.576, -10.315], [-7.458, 5.108, -9.269], [-6.891, 3.398, -9.302], [-7.410, 8.420, -4.290], [-7.173, 9.441, -5.692], [-5.466, 10.783, -4.503], [-5.542, 9.765, -3.150], [-7.753, 10.496, -2.663], [-7.916, 11.464, -4.124], [-5.874, 12.016, -2.072], [-7.273, 13.036, -2.472], [-5.978, 12.843, -3.714], [-17.938, 18.542, -1.386], [-16.742, 18.056, -1.030], [-18.938, 17.576, -1.278], [-18.301, 19.496, -0.530], [-17.944, 19.341, -3.152], [-17.048, 18.471, -3.892], [-19.328, 19.367, -3.598], [-17.394, 20.678, -3.038], [-3.911, 21.772, -16.692], [-3.373, 21.695, -15.422], [-5.249, 22.021, -16.651], [-3.325, 22.734, -17.367], [-3.585, 20.038, -17.567], [-4.811, 19.215, -17.356], [-3.359, 20.380, -19.012], [-2.412, 19.331, -17.067], [-8.835, 23.104, -0.148], [-8.522, 22.639, 1.035], [-7.869, 22.713, -1.090], [-9.961, 22.449, -0.467], [-9.199, 24.966, -0.040], [-10.027, 25.300, -1.186], [-9.942, 25.054, 1.221], [-7.875, 25.680, -0.016], [-21.296, 25.503, -12.460], [-21.145, 25.654, -13.832], [-22.381, 26.179, -12.128], [-21.275, 24.229, -12.189], [-19.752, 26.356, -11.632], [-19.916, 26.184, -10.229], [-18.722, 25.451, -12.179], [-19.697, 27.702, -12.123], [-7.920, 29.355, -8.734], [-6.688, 28.949, -9.060], [-8.841, 28.792, -9.557], [-8.250, 28.981, -7.492], [-8.005, 31.294, -8.921], [-9.424, 31.598, -8.768], [-7.205, 31.826, -7.819], [-7.572, 31.672, -10.222], [-11.024, 11.683, -12.671], [-10.484, 10.543, -12.937], [-10.163, 12.676, -13.072], [-12.140, 11.770, -13.393], [-11.455, 11.682, -10.766], [-11.549, 10.278, -10.430], [-10.354, 12.492, -10.189], [-12.721, 12.446, -10.668]],
  "lowdin_charge": [0.0486, -0.3213, -0.0020, 0.0030, -0.0435, -0.1997, -0.0752, 0.1097, 0.0965, 0.1021, 0.1080, 0.1135, 0.1080, 0.1169, 0.1081, 0.1166, 0.1348, 0.1238, 0.1217, 0.1265, 0.1039, 0.0468, -0.2973, -0.0034, 0.0575, -0.0786, -0.2528, -0.0477, 0.1091, 0.0949, 0.1098, 0.1021, 0.1108, 0.1061, 0.1075, 0.1024, 0.1132, 0.1296, 0.1370, 0.1135, 0.1333, 0.1061, -0.1116, -0.2329, -0.2178, -0.2632, 1.0146, -0.2744, -0.2143, -0.2331, -0.0988, -0.2542, -0.1988, -0.2424, -0.1168, -0.2307, -0.2268, -0.2530, -0.1015, 0.0664, 0.0738, 0.0733, 0.1135, 0.1006, 0.0998, 0.0970, 0.1121, 0.0876, 0.1041, 0.0991, 0.1031, 0.0896, 0.1037, 0.1080, 0.0748, 0.0667, 0.0666, 0.0909, 0.1008, 0.0939, 0.1030, 0.1040, 0.1027, 0.0684, 0.0769, 0.0755, 0.0908, 0.0773, 0.1133, 0.0918, 0.1079, 0.1115, 0.0702, 0.0673, 0.0697, -0.0941, -0.2626, -0.2975, -0.2661, 1.0878, -0.2330, -0.2463, -0.2757, -0.0993, -0.2633, -0.2559, -0.2200, -0.0807, -0.2487, -0.2761, -0.2588, -0.0857, 0.0721, 0.0771, 0.0691, 0.1131, 0.1117, 0.1101, 0.1157, 0.1068, 0.0927, 0.0879, 0.0894, 0.1088, 0.1163, 0.1117, 0.1114, 0.0794, 0.0743, 0.0781, 0.0950, 0.1027, 0.0853, 0.1184, 0.0928, 0.0983, 0.0642, 0.0660, 0.0631, 0.1054, 0.0976, 0.0928, 0.1093, 0.1112, 0.1125, 0.0749, 0.0807, 0.0797, -0.6040, 0.1107, 0.0418, 0.1017, 0.4366, -0.3849, -0.3614, -0.3406, -0.5980, 0.0668, 0.0865, 0.1343, 0.5071, -0.4139, -0.4096, -0.3731, -0.6345, 0.1220, 0.0428, 0.0912, 0.4869, -0.3503, -0.3661, -0.3920, -0.6644, 0.0454, 0.1173, 0.1397, 0.4263, -0.3342, -0.3931, -0.3371, -0.6325, 0.1012, 0.0818, 0.1123, 0.4237, -0.3716, -0.3686, -0.3463, -0.6687, 0.1377, 0.0789, 0.1014, 0.4901, -0.3564, -0.3904, -0.3928]
}